Entry 1:
Here is a 3-piece molecular cluster, C36H60BrF8O9PS2 overall at a distorted geometry from the OMol25 dataset. Energies are from ωB97M-V with the def2-TZVPD basis set.

```
117
Properties=species:S:1:pos:R:3:lowdin_charge:R:1
C -3.159 3.663 -4.489 -0.127
C -4.155 4.059 -3.407 -0.257
C -3.997 3.147 -2.170 -0.203
C -4.020 3.887 -0.815 -0.208
C -2.605 4.081 -0.269 -0.210
C -1.694 4.923 -1.196 -0.210
C -0.836 5.882 -0.386 -0.211
C -0.166 7.007 -1.201 -0.193
C 0.393 6.615 -2.570 -0.211
C 1.786 5.984 -2.535 -0.203
C 1.923 4.775 -1.613 -0.202
C 3.096 3.849 -1.995 -0.185
C 4.289 3.901 -1.016 -0.205
C 4.498 2.570 -0.299 -0.194
C 3.308 2.255 0.643 -0.106
C 3.746 1.620 1.994 -0.221
O 3.679 2.676 2.968 0.044
C 2.392 2.660 3.430 -0.437
O 1.690 3.640 3.563 0.148
C 2.099 1.170 3.739 -0.381
C 2.852 0.837 5.035 -0.156
C 2.264 1.488 6.251 -0.757
O 1.410 2.346 6.269 0.032
Br 2.974 0.832 7.965 0.701
P 0.299 0.830 3.864 0.777
O 0.012 -0.377 4.671 -0.405
C 2.710 0.559 2.443 -0.226
C 3.327 -0.846 2.564 -0.095
C 2.273 -1.874 2.161 -0.190
O 2.716 -3.186 2.443 -0.085
C 2.505 -4.126 1.426 -0.097
C 1.854 -5.353 2.059 -0.405
F 2.711 -5.936 2.924 0.134
F 0.804 -4.911 2.795 0.124
C 1.278 -6.383 1.036 -0.343
F 1.052 -5.817 -0.165 0.153
F 0.079 -6.800 1.508 0.143
C 2.106 -7.679 0.827 -0.376
F 1.387 -8.439 -0.046 0.135
F 2.210 -8.389 1.964 0.152
C 3.485 -7.529 0.162 -0.292
F 4.299 -6.714 0.860 0.106
F 3.347 -7.109 -1.111 0.109
H -3.319 2.623 -4.718 0.046
H -2.142 3.824 -4.128 0.063
H -3.284 4.255 -5.391 0.070
H -5.170 3.940 -3.770 0.091
H -4.045 5.106 -3.133 0.090
H -3.092 2.546 -2.240 0.104
H -4.822 2.439 -2.177 0.104
H -4.561 3.256 -0.113 0.100
H -4.525 4.847 -0.888 0.109
H -2.651 4.575 0.701 0.099
H -2.174 3.097 -0.087 0.105
H -1.074 4.220 -1.745 0.091
H -2.328 5.449 -1.903 0.103
H -1.501 6.369 0.326 0.106
H -0.099 5.356 0.214 0.100
H 0.663 7.394 -0.607 0.109
H -0.871 7.826 -1.313 0.104
H 0.493 7.538 -3.143 0.105
H -0.279 5.982 -3.147 0.098
H 2.050 5.669 -3.545 0.104
H 2.520 6.743 -2.262 0.115
H 2.090 5.121 -0.596 0.098
H 1.019 4.174 -1.618 0.095
H 3.479 4.111 -2.979 0.100
H 2.758 2.818 -2.078 0.101
H 4.139 4.670 -0.261 0.110
H 5.206 4.116 -1.559 0.104
H 4.553 1.795 -1.061 0.110
H 5.417 2.586 0.283 0.108
H 2.664 1.537 0.143 0.114
H 2.784 3.189 0.816 0.118
H 4.748 1.253 1.816 0.146
H 2.874 -0.243 5.146 0.115
H 3.885 1.167 4.938 0.145
H -0.264 1.995 4.408 0.036
H -0.173 0.748 2.534 0.036
H 1.879 0.477 1.747 0.108
H 3.728 -1.057 3.547 0.116
H 4.113 -0.890 1.813 0.123
H 1.387 -1.686 2.775 0.120
H 2.042 -1.704 1.110 0.130
H 3.478 -4.414 1.026 0.139
H 1.897 -3.768 0.599 0.136
H 3.935 -8.522 0.134 0.176
O -5.272 2.479 -5.931 -0.322
S -5.442 1.114 -6.361 0.667
O -5.557 0.040 -5.409 -0.319
C -6.809 1.039 -7.514 -0.229
C -6.168 1.293 -8.875 -0.221
C -4.872 0.472 -8.889 -0.214
C -4.155 0.725 -7.556 -0.217
H -7.555 1.779 -7.238 0.108
H -7.233 0.037 -7.456 0.108
H -6.835 1.010 -9.688 0.115
H -5.935 2.355 -8.984 0.119
H -5.113 -0.588 -8.982 0.116
H -4.235 0.737 -9.731 0.113
H -3.607 -0.148 -7.210 0.103
H -3.487 1.583 -7.612 0.105
O -1.723 -8.443 7.879 -0.320
S -0.510 -8.917 7.263 0.661
O 0.453 -9.692 8.002 -0.327
C -0.938 -9.782 5.755 -0.232
C -0.948 -8.694 4.685 -0.218
C 0.285 -7.825 4.962 -0.218
C 0.313 -7.531 6.467 -0.213
H -1.897 -10.278 5.882 0.107
H -0.157 -10.517 5.565 0.106
H -0.927 -9.120 3.683 0.113
H -1.853 -8.090 4.776 0.122
H 1.187 -8.371 4.676 0.114
H 0.266 -6.902 4.383 0.096
H 1.326 -7.454 6.853 0.103
H -0.245 -6.629 6.712 0.106
```

SMILES string	CCCCCCCCCCCCCCC[C@H]1OC(=O)[C@@](CC(=O)Br)([PH2]=O)[C@@H]1CCOCC(F)(F)C(F)(F)C(F)(F)C(F)F.O=S1(=O)CCCC1.O=S1(=O)CCCC1
LUMO energy	0.00802	Eh
HOMO level	-10.17	eV
charge	0
spin multiplicity	1

Entry 2:
Here is C36H61BKN11P2 as an isolated structure at a distorted geometry from the OMol25 dataset. Energies are from ωB97M-V with the def2-TZVPD basis set.

```
112
Properties=species:S:1:pos:R:3:lowdin_charge:R:1
K -0.821 -0.009 -0.997 0.492
C -1.146 4.635 -3.023 -0.108
C 0.212 3.953 -2.858 -0.710
C 1.324 4.977 -3.100 -0.090
C 0.319 2.873 -3.949 -0.124
P 0.257 2.982 -1.243 1.078
C 2.101 2.741 -1.094 -0.316
N 2.428 1.725 -0.124 -0.076
B 1.562 0.582 0.245 -0.438
N 2.284 0.117 1.452 -0.066
C 1.702 -0.851 2.353 -0.304
P 0.039 -0.291 3.026 1.139
C 0.397 0.154 4.812 -0.717
C 1.583 1.130 4.752 -0.099
C 0.744 -0.994 5.757 -0.095
C -0.784 0.941 5.387 -0.114
C -0.945 -1.899 3.032 -0.702
C -2.118 -1.769 4.006 -0.109
C -1.543 -2.012 1.622 -0.144
C -0.187 -3.190 3.351 -0.083
C 3.439 0.827 1.687 -0.200
C 4.450 0.683 2.618 -0.044
C 5.517 1.582 2.600 -0.120
C 5.572 2.604 1.667 -0.122
C 4.569 2.743 0.706 -0.033
C 3.518 1.847 0.710 -0.208
C -0.116 4.170 0.167 -0.696
C 0.435 5.586 0.013 -0.094
C 0.438 3.586 1.474 -0.098
C -1.640 4.238 0.316 -0.109
H -1.246 4.996 -4.049 0.084
H -1.267 5.493 -2.362 0.062
H -1.970 3.945 -2.831 0.076
H 1.203 5.412 -4.095 0.083
H 2.312 4.520 -3.070 0.073
H 1.315 5.796 -2.384 0.059
H 0.297 3.351 -4.931 0.083
H -0.512 2.169 -3.894 0.055
H 1.247 2.305 -3.878 0.071
H 2.559 3.696 -0.809 0.078
H 2.499 2.502 -2.090 0.084
H 2.390 -1.110 3.162 0.083
H 1.523 -1.777 1.797 0.064
H 2.525 0.624 4.592 0.056
H 1.650 1.661 5.703 0.086
H 1.477 1.872 3.960 0.076
H 1.536 -1.629 5.360 0.074
H -0.119 -1.625 5.972 0.059
H 1.097 -0.594 6.711 0.085
H -1.022 1.801 4.760 0.075
H -0.512 1.313 6.376 0.081
H -1.686 0.344 5.498 0.055
H -2.670 -0.839 3.855 0.078
H -1.797 -1.802 5.046 0.057
H -2.809 -2.601 3.850 0.085
H -2.131 -1.125 1.379 0.052
H -2.196 -2.885 1.562 0.086
H -0.762 -2.117 0.868 0.026
H 0.227 -3.181 4.359 0.065
H 0.630 -3.379 2.657 0.066
H -0.870 -4.041 3.285 0.084
H 4.423 -0.112 3.350 0.096
H 6.313 1.472 3.322 0.090
H 6.407 3.291 1.668 0.089
H 4.627 3.525 -0.041 0.097
H 1.518 5.591 -0.120 0.076
H 0.224 6.150 0.924 0.086
H -0.013 6.132 -0.818 0.059
H 1.525 3.594 1.504 0.081
H 0.110 2.561 1.652 0.047
H 0.075 4.214 2.293 0.087
H -2.135 4.649 -0.562 0.056
H -1.890 4.872 1.168 0.084
H -2.056 3.247 0.507 0.072
N -1.504 -0.892 -5.583 0.039
C -0.615 -0.871 -4.581 -0.151
N -1.234 -0.695 -3.430 0.048
C -2.538 -0.612 -3.803 -0.325
N -2.754 -0.724 -5.101 0.127
C -3.677 -0.419 -2.856 -0.195
C -4.986 -0.486 -3.330 -0.064
N -6.016 -0.312 -2.515 0.093
C -5.742 -0.074 -1.232 -0.105
C -4.438 -0.010 -0.756 -0.099
N -3.407 -0.183 -1.574 0.056
H -1.345 -0.998 -6.572 0.159
H 0.443 -0.983 -4.723 0.136
H -5.186 -0.681 -4.372 0.112
H -6.571 0.072 -0.552 0.108
H -4.230 0.182 0.289 0.111
C -1.347 -3.819 -2.087 -0.187
N -1.535 -5.268 -2.000 -0.081
C -0.915 -5.869 -3.182 -0.180
N 0.508 -5.549 -3.301 -0.087
C 0.640 -4.094 -3.341 -0.189
N 0.061 -3.442 -2.169 -0.081
C 0.754 -3.973 -0.992 -0.168
N 0.622 -5.425 -0.877 -0.084
C -0.803 -5.743 -0.820 -0.172
C 1.175 -6.026 -2.087 -0.179
H -1.792 -3.352 -1.205 0.117
H -1.866 -3.449 -2.975 0.116
H -1.436 -5.509 -4.074 0.124
H -1.030 -6.954 -3.129 0.125
H 0.128 -3.728 -4.237 0.112
H 1.698 -3.828 -3.408 0.128
H 0.345 -3.516 -0.094 0.096
H 1.812 -3.705 -1.051 0.134
H -1.233 -5.279 0.071 0.122
H -0.926 -6.826 -0.742 0.125
H 1.064 -7.112 -2.030 0.125
H 2.240 -5.790 -2.147 0.127
```

LUMO energy	-0.01569	Eh
HOMO level	-5.18	eV
charge	0
spin multiplicity	1